# 1
Formula: C41H43BCl5N10O2S2Ta
Source: OMol25
Level of theory: ωB97M-V with the def2-TZVPD basis set

Last column: Löwdin charge in e.
Element x y z (Å)
Ta (-0.593, 0.106, -0.374)  1.7416
C (-4.242, 1.751, 0.556)  -0.0438
C (-3.885, 0.692, -0.431)  -0.3029
C (-4.707, 0.270, -1.468)  0.0578
C (-4.090, -0.826, -2.042)  -0.2484
C (-4.593, -1.707, -3.130)  0.0031
N (-2.933, -1.045, -1.391)  0.0225
N (-2.785, -0.089, -0.393)  -0.1080
B (-2.181, -2.421, -1.352)  -0.5272
N (-1.783, -2.691, 0.088)  0.0322
N (-0.826, -1.865, 0.600)  -0.0866
C (-0.409, -2.427, 1.756)  -0.3202
C (0.643, -1.872, 2.648)  -0.0327
C (-1.113, -3.602, 1.968)  0.0538
C (-1.976, -3.741, 0.891)  -0.2271
C (-2.957, -4.818, 0.583)  0.0114
N (-0.842, -2.325, -2.114)  0.0132
N (-0.023, -1.237, -1.922)  -0.0974
C (0.983, -1.342, -2.831)  -0.3598
C (1.976, -0.286, -3.131)  0.0058
C (0.835, -2.527, -3.526)  0.0128
C (-0.338, -3.112, -3.065)  -0.2661
C (-1.002, -4.367, -3.513)  0.0167
H (-4.847, 2.514, 0.070)  0.0978
H (-4.850, 1.295, 1.340)  0.1008
H (-3.391, 2.219, 1.031)  -0.0109
H (-5.662, 0.686, -1.738)  0.1343
H (-5.429, -1.225, -3.631)  0.0985
H (-3.816, -1.910, -3.865)  0.0676
H (-4.940, -2.658, -2.725)  0.0977
H (-2.864, -3.278, -1.809)  0.1257
H (1.072, -0.956, 2.257)  0.0318
H (0.228, -1.692, 3.641)  0.0933
H (1.454, -2.596, 2.748)  0.1010
H (-1.005, -4.276, 2.801)  0.1310
H (-2.982, -5.537, 1.399)  0.0939
H (-3.959, -4.410, 0.451)  0.0980
H (-2.687, -5.347, -0.331)  0.0874
H (2.274, 0.283, -2.264)  0.0281
H (2.866, -0.733, -3.569)  0.1072
H (1.547, 0.395, -3.872)  0.0951
H (1.478, -2.890, -4.309)  0.1360
H (-0.405, -4.839, -4.290)  0.0964
H (-1.115, -5.070, -2.688)  0.0928
H (-1.994, -4.162, -3.916)  0.0922
C (1.104, 7.407, -0.010)  -0.0274
C (1.452, 5.951, 0.077)  -0.2514
C (1.589, 5.314, 1.307)  -0.0117
C (1.935, 3.973, 1.387)  -0.0553
C (2.129, 3.267, 0.212)  -0.3250
C (2.011, 3.877, -1.035)  -0.0531
C (1.677, 5.214, -1.089)  -0.0306
S (2.550, 1.578, 0.195)  0.7565
O (3.426, 1.284, -0.888)  -0.2400
O (1.049, 0.984, -0.283)  -0.5618
N (2.811, 1.113, 1.592)  -0.1408
C (3.725, 0.069, 1.927)  -0.2413
C (4.644, 0.332, 2.906)  -0.0101
C (5.556, -0.653, 3.334)  -0.0509
C (5.533, -1.895, 2.773)  -0.0166
C (4.593, -2.199, 1.761)  -0.1430
C (4.527, -3.477, 1.160)  0.0076
C (3.591, -3.719, 0.201)  -0.0292
C (2.717, -2.674, -0.162)  -0.1216
N (2.744, -1.472, 0.357)  0.1114
C (3.674, -1.218, 1.320)  -0.1856
H (0.789, 7.803, 0.953)  0.0853
H (0.306, 7.572, -0.734)  0.0764
H (1.968, 7.983, -0.346)  0.0998
H (1.441, 5.880, 2.218)  0.1237
H (2.073, 3.497, 2.345)  0.0951
H (2.202, 3.315, -1.940)  0.1277
H (1.597, 5.703, -2.052)  0.1305
H (4.671, 1.323, 3.342)  0.1190
H (6.277, -0.410, 4.103)  0.1156
H (6.231, -2.660, 3.088)  0.1233
H (5.223, -4.245, 1.474)  0.1280
H (3.508, -4.682, -0.283)  0.1123
H (1.957, -2.861, -0.913)  0.0928
C (-2.390, 0.592, 5.115)  -0.0283
N (-1.044, 0.972, 4.737)  -0.1484
C (-0.123, 1.538, 5.726)  -0.0794
C (1.167, 1.724, 4.917)  -0.0936
N (0.688, 1.564, 3.543)  0.0537
C (-0.538, 1.065, 3.507)  -0.6911
S (-1.465, 0.596, 2.142)  0.7378
H (-2.343, -0.084, 5.968)  0.1019
H (-2.876, 0.086, 4.287)  0.0565
H (-2.973, 1.472, 5.393)  0.1053
H (-0.004, 0.852, 6.563)  0.1334
H (-0.520, 2.482, 6.107)  0.1353
H (1.918, 0.967, 5.150)  0.1260
H (1.609, 2.708, 5.062)  0.1246
H (1.319, 1.584, 2.744)  0.0696
Cl (-1.174, 2.847, -0.012)  0.7799
C (-1.288, 2.676, -1.743)  -0.6452
C (-1.162, 1.366, -2.182)  -0.2641
C (-1.366, 1.222, -3.560)  -0.6198
Cl (-1.358, -0.319, -4.344)  0.8380
C (-1.591, 2.323, -4.403)  -0.6921
Cl (-1.758, 2.111, -6.094)  0.7342
C (-1.689, 3.613, -3.881)  -0.6990
Cl (-1.976, 4.956, -4.896)  0.7531
C (-1.569, 3.793, -2.507)  -0.6986
Cl (-1.805, 5.325, -1.780)  0.7548

## Properties
Largest force on an atom, eV/A: 1.140
2S+1: 1
Net charge: +2
Total energy, eV: -148714.1710

=====

# 2
Formula: C20H33AsN4SSi2Sr
Source: OMol25
Level of theory: ωB97M-V with the def2-TZVPD basis set

Last column: natural (NBO) charge in e.
Element x y z (Å)
Sr (-1.215, 0.760, -0.818)  1.7208
N (3.130, 2.571, -2.278)  -0.7865
C (1.908, 2.373, -1.720)  0.3321
S (0.592, 2.092, -2.801)  -0.5329
N (1.850, 2.592, -0.422)  -0.4513
N (0.757, 2.129, 0.211)  -0.2602
C (0.458, 2.752, 1.298)  -0.0452
C (-0.557, 2.201, 2.190)  0.1770
C (-0.717, 2.727, 3.476)  -0.2381
C (-1.618, 2.144, 4.342)  -0.1481
C (-2.337, 1.031, 3.919)  -0.2762
C (-2.137, 0.587, 2.626)  0.0578
N (-1.296, 1.161, 1.766)  -0.5336
H (3.251, 2.249, -3.222)  0.4005
H (3.918, 2.501, -1.655)  0.3970
H (1.053, 3.598, 1.635)  0.1906
H (-0.108, 3.566, 3.783)  0.2270
H (-1.748, 2.535, 5.342)  0.2236
H (-3.035, 0.522, 4.568)  0.2273
H (-2.682, -0.276, 2.256)  0.1946
C (-3.152, 1.121, -4.041)  -0.6362
C (-3.193, 1.596, -2.607)  -0.0589
C (-3.898, 0.911, -1.625)  -0.2696
C (-3.952, 1.396, -0.334)  -0.2640
C (-3.310, 2.578, -0.011)  -0.2544
C (-2.630, 3.279, -0.982)  -0.1766
C (-2.581, 2.796, -2.271)  -0.2307
H (-4.020, 0.491, -4.235)  0.2211
H (-2.240, 0.582, -4.296)  0.2434
H (-3.239, 1.999, -4.679)  0.2310
H (-4.488, 0.047, -1.912)  0.2369
H (-4.595, 0.921, 0.396)  0.2386
H (-3.443, 3.012, 0.971)  0.2405
H (-2.224, 4.259, -0.765)  0.2357
H (-2.178, 3.407, -3.068)  0.2518
C (1.875, -3.100, 2.609)  -1.1241
Si (2.393, -1.526, 1.700)  1.4249
C (2.240, -0.065, 2.877)  -1.1171
C (4.230, -1.691, 1.305)  -1.1251
As (1.214, -1.026, -0.190)  -1.0567
Si (1.011, -2.952, -1.417)  1.3772
C (2.035, -4.434, -0.852)  -1.1201
C (-0.792, -3.529, -1.566)  -1.1067
C (1.515, -2.570, -3.197)  -1.1229
H (2.752, -3.629, 2.992)  0.2262
H (1.328, -3.781, 1.955)  0.2364
H (1.227, -2.868, 3.459)  0.2271
H (2.772, -0.278, 3.810)  0.2264
H (1.200, 0.164, 3.121)  0.2194
H (2.686, 0.824, 2.425)  0.2350
H (4.772, -2.210, 2.101)  0.2215
H (4.670, -0.697, 1.183)  0.2313
H (4.396, -2.226, 0.369)  0.2349
H (1.450, -5.138, -0.255)  0.2296
H (2.898, -4.132, -0.256)  0.2362
H (2.406, -4.973, -1.728)  0.2302
H (-1.146, -4.000, -0.645)  0.2289
H (-0.914, -4.239, -2.389)  0.2221
H (-1.454, -2.678, -1.764)  0.1949
H (2.605, -2.608, -3.289)  0.2329
H (1.216, -1.562, -3.495)  0.2358
H (1.088, -3.286, -3.906)  0.2167

## Properties
Largest force on an atom, eV/A: 2.469
2S+1: 1
Total energy, eV: -115503.9091

=====

# 3
Formula: C8H20AlB2O4
Source: OMol25
Level of theory: ωB97M-V with the def2-TZVPD basis set

Last column: natural (NBO) charge in e.
Element x y z (Å)
Al (-1.704, 2.630, -0.032)  1.5751
B (-3.083, 1.643, 2.312)  -0.7722
H (-3.497, 2.659, 1.995)  -0.0176
H (-2.053, 1.889, 2.772)  0.0753
H (-3.615, 1.096, 3.172)  0.2428
H (-3.050, 0.945, 1.392)  0.0538
B (1.021, 2.595, 1.002)  -0.6919
H (0.520, 1.568, 1.081)  0.0209
H (0.323, 3.416, 1.436)  0.0734
H (2.025, 2.674, 1.552)  0.2052
H (1.193, 2.813, -0.119)  0.1051
O (-1.025, -0.186, 0.127)  -0.6309
C (-1.052, -1.202, 0.797)  0.8308
O (-0.567, -2.335, 0.335)  -0.4675
C (-0.845, -3.468, 1.134)  -0.0731
C (-1.035, -2.771, 2.508)  -0.4250
C (-1.666, -1.402, 2.162)  -0.5349
H (-0.045, -4.197, 1.239)  0.2158
H (-1.737, -3.967, 0.756)  0.1940
H (-0.100, -2.631, 3.043)  0.2254
H (-1.757, -3.354, 3.080)  0.2316
H (-1.284, -0.617, 2.811)  0.2565
H (-2.749, -1.396, 2.059)  0.2528
O (0.088, 1.500, -1.951)  -0.6551
C (1.004, 1.022, -2.569)  0.8442
O (1.867, 1.745, -3.275)  -0.4744
C (2.949, 0.981, -3.877)  -0.0618
C (2.895, -0.309, -3.058)  -0.4343
C (1.487, -0.408, -2.551)  -0.5328
H (3.883, 1.521, -3.770)  0.2188
H (2.590, 0.807, -4.890)  0.1954
H (3.588, -0.210, -2.220)  0.2162
H (3.212, -1.196, -3.605)  0.2354
H (1.363, -0.901, -1.590)  0.2591
H (0.856, -0.955, -3.258)  0.2440

## Properties
Largest force on an atom, eV/A: 4.345
2S+1: 1
Net charge: +1
Total energy, eV: -24743.7800

=====

# 4
Formula: C28H44BCuF9N2OP2
Source: OMol25
Level of theory: ωB97M-V with the def2-TZVPD basis set

Last column: Löwdin charge in e.
Element x y z (Å)
Cu (-0.418, 0.166, -0.270)  0.3821
C (-1.236, -3.407, 0.885)  -0.0836
C (-1.923, -3.210, -0.475)  -0.6787
C (-3.291, -2.562, -0.225)  -0.0943
C (-2.107, -4.568, -1.148)  -0.0867
P (-0.857, -2.009, -1.440)  1.1476
C (0.821, -2.793, -1.317)  -0.2787
N (1.532, -2.146, -0.252)  -0.0260
B (1.186, -0.882, 0.328)  -0.4884
N (2.239, -0.593, 1.252)  -0.0153
C (2.404, 0.619, 2.017)  -0.2845
P (0.872, 1.645, 1.790)  1.1643
C (1.624, 3.362, 1.763)  -0.6903
C (2.111, 3.512, 0.313)  -0.0980
C (2.789, 3.596, 2.723)  -0.0858
C (0.534, 4.409, 2.010)  -0.0856
C (-0.075, 1.313, 3.374)  -0.6864
C (-0.205, -0.211, 3.485)  -0.0937
C (-1.487, 1.893, 3.199)  -0.0915
C (0.564, 1.856, 4.650)  -0.0873
C (3.184, -1.620, 1.205)  -0.1606
C (4.376, -1.783, 1.889)  -0.0149
C (5.131, -2.926, 1.627)  -0.1018
C (4.701, -3.874, 0.705)  -0.1029
C (3.503, -3.710, 0.011)  -0.0167
C (2.749, -2.580, 0.272)  -0.1615
C (-1.133, -2.104, -3.290)  -0.6799
C (-2.615, -1.883, -3.614)  -0.0836
C (-0.308, -0.934, -3.850)  -0.0925
C (-0.660, -3.403, -3.947)  -0.0835
H (-1.933, -3.913, 1.560)  0.0943
H (-0.958, -2.455, 1.343)  0.0548
H (-0.335, -4.020, 0.812)  0.0847
H (-3.896, -3.230, 0.397)  0.0909
H (-3.837, -2.374, -1.149)  0.0685
H (-3.186, -1.612, 0.304)  0.0703
H (-2.638, -5.233, -0.459)  0.0916
H (-1.154, -5.043, -1.394)  0.0756
H (-2.705, -4.493, -2.057)  0.0675
H (1.343, -2.665, -2.267)  0.0874
H (0.724, -3.867, -1.142)  0.0928
H (3.266, 1.179, 1.648)  0.0844
H (2.584, 0.405, 3.074)  0.0934
H (2.871, 2.769, 0.054)  0.0779
H (2.557, 4.503, 0.180)  0.0889
H (1.280, 3.410, -0.390)  0.0769
H (3.624, 2.916, 2.545)  0.0696
H (2.492, 3.508, 3.767)  0.0642
H (3.165, 4.615, 2.572)  0.0900
H (-0.345, 4.219, 1.400)  0.0571
H (0.920, 5.398, 1.744)  0.0927
H (0.234, 4.444, 3.059)  0.0707
H (-0.582, -0.649, 2.557)  0.0481
H (-0.916, -0.450, 4.282)  0.0926
H (0.745, -0.695, 3.724)  0.0842
H (-1.948, 1.542, 2.272)  0.0635
H (-1.484, 2.982, 3.172)  0.0649
H (-2.117, 1.579, 4.037)  0.0903
H (1.591, 1.507, 4.780)  0.0748
H (-0.013, 1.510, 5.515)  0.0890
H (0.561, 2.946, 4.671)  0.0658
H (4.715, -1.044, 2.605)  0.1068
H (6.068, -3.077, 2.149)  0.0977
H (5.309, -4.751, 0.517)  0.0973
H (3.177, -4.446, -0.715)  0.1058
H (-3.022, -1.018, -3.099)  0.0559
H (-3.216, -2.758, -3.361)  0.0712
H (-2.722, -1.707, -4.689)  0.0941
H (-0.616, 0.018, -3.418)  0.0584
H (-0.452, -0.876, -4.933)  0.0953
H (0.762, -1.062, -3.664)  0.0807
H (-1.212, -4.272, -3.597)  0.0618
H (0.405, -3.587, -3.799)  0.0728
H (-0.826, -3.320, -5.027)  0.0923
F (-3.976, 1.589, 0.518)  0.1619
C (-3.745, 1.557, -0.802)  -0.5393
F (-3.583, 0.263, -1.122)  0.1217
F (-4.849, 1.990, -1.424)  0.1720
C (-2.468, 2.376, -1.157)  -0.3274
O (-1.352, 1.826, -0.661)  -0.1972
C (-2.372, 2.539, -2.719)  -0.5384
F (-2.661, 1.381, -3.346)  0.1391
F (-3.196, 3.469, -3.217)  0.1661
F (-1.127, 2.869, -3.065)  0.1655
C (-2.631, 3.812, -0.544)  -0.5447
F (-2.553, 3.753, 0.792)  0.1439
F (-1.634, 4.600, -0.974)  0.1629
F (-3.788, 4.417, -0.839)  0.1655

## Properties
Largest force on an atom, eV/A: 0.387
2S+1: 2
Total energy, eV: -123132.8305

=====

# 5
Formula: C28H38FN5NiO3P2
Source: OMol25
Level of theory: ωB97M-V with the def2-TZVPD basis set

Last column: Löwdin charge in e.
Element x y z (Å)
Ni (0.507, 0.419, -0.514)  0.1825
C (3.591, -0.352, -1.691)  -0.2173
P (2.657, 0.716, -0.583)  0.8268
C (3.503, 0.592, 1.009)  -0.2129
C (2.970, 2.428, -1.115)  -0.3686
C (2.006, 3.331, -0.337)  -0.3575
P (0.343, 2.576, -0.405)  0.8470
C (-0.448, 3.185, -1.912)  -0.1985
C (-0.614, 3.208, 0.978)  -0.2085
H (4.649, -0.095, -1.731)  0.0641
H (3.162, -0.283, -2.691)  0.0603
H (3.484, -1.376, -1.337)  0.0382
H (4.550, 0.889, 0.926)  0.0658
H (3.459, -0.433, 1.367)  0.0353
H (2.995, 1.227, 1.736)  0.0510
H (2.774, 2.485, -2.188)  0.0926
H (4.014, 2.701, -0.956)  0.1002
H (2.004, 4.348, -0.730)  0.1003
H (2.305, 3.385, 0.712)  0.0862
H (-0.590, 4.266, -1.874)  0.0651
H (-1.414, 2.688, -1.991)  0.0541
H (0.155, 2.930, -2.783)  0.0562
H (-0.674, 4.297, 0.952)  0.0673
H (-0.162, 2.897, 1.919)  0.0500
H (-1.613, 2.782, 0.882)  0.0561
C (-4.126, -5.669, -0.842)  -0.0509
C (-3.541, -5.035, 0.414)  -0.1681
N (-2.414, -4.125, 0.117)  -0.0045
C (-2.635, -2.817, 0.018)  0.0475
C (-1.690, -1.870, -0.278)  -0.0210
C (-2.205, -0.454, -0.295)  -0.5801
O (-3.371, -0.264, 0.017)  0.0661
O (-1.385, 0.487, -0.618)  -0.1292
C (-0.346, -2.269, -0.496)  -0.2488
O (0.628, -1.487, -0.693)  -0.0832
C (-0.100, -3.726, -0.417)  -0.0404
C (1.186, -4.231, -0.614)  0.0933
C (1.426, -5.574, -0.511)  -0.1866
F (2.689, -6.021, -0.650)  0.0812
C (0.410, -6.490, -0.230)  -0.1361
C (-0.859, -5.984, -0.040)  0.0647
C (-1.131, -4.618, -0.114)  -0.1129
N (0.623, -7.903, -0.118)  -0.1000
C (1.699, -8.534, -0.899)  -0.1184
C (1.526, -10.065, -0.792)  -0.0660
N (0.112, -10.368, -0.392)  0.0578
C (-0.168, -9.896, 1.011)  -0.0682
C (0.487, -8.523, 1.193)  -0.1222
H (-4.950, -6.329, -0.571)  0.0887
H (-3.386, -6.250, -1.395)  0.0708
H (-4.515, -4.897, -1.507)  0.0896
H (-3.201, -5.776, 1.132)  0.1150
H (-4.299, -4.443, 0.919)  0.1303
H (-3.645, -2.469, 0.198)  0.1572
H (1.996, -3.550, -0.831)  0.1327
H (-1.655, -6.686, 0.155)  0.1153
H (2.698, -8.286, -0.549)  0.1243
H (1.619, -8.206, -1.933)  0.1395
H (2.165, -10.491, -0.023)  0.1394
H (1.738, -10.564, -1.733)  0.1404
H (-0.087, -11.364, -0.478)  0.1892
H (-0.510, -9.867, -1.027)  0.1833
H (0.233, -10.635, 1.701)  0.1404
H (-1.248, -9.853, 1.126)  0.1370
H (1.461, -8.622, 1.682)  0.1387
H (-0.138, -7.908, 1.833)  0.1352
N (-2.499, -4.208, 4.757)  0.1738
C (-1.875, -3.350, 4.318)  -0.1561
C (-1.120, -2.260, 3.707)  -0.2154
C (0.170, -2.483, 3.258)  -0.0099
C (0.800, -1.479, 2.550)  -0.1270
N (0.231, -0.301, 2.257)  0.0892
C (-0.986, -0.084, 2.764)  -0.1067
C (-1.695, -1.026, 3.491)  0.0107
H (0.659, -3.430, 3.440)  0.1234
H (1.788, -1.653, 2.147)  0.0967
H (-1.443, 0.875, 2.537)  0.1095
H (-2.697, -0.813, 3.838)  0.1346

## Properties
Largest force on an atom, eV/A: 0.833
2S+1: 1
Net charge: +2
Total energy, eV: -105573.3675

=====

# 6
Formula: CH4N2OS
Source: OMol25
Level of theory: ωB97M-V with the def2-TZVPD basis set

Last column: natural (NBO) charge in e.
Element x y z (Å)
C (0.979, -0.230, -0.077)  -0.5747
N (-1.881, 0.204, 0.193)  -0.5678
N (-0.811, 0.976, 0.141)  -0.3124
O (3.406, -0.812, 0.050)  -0.9295
S (2.488, 0.337, -0.083)  1.1059
H (0.697, -1.258, 0.088)  0.1937
H (-2.009, -0.242, 1.091)  0.3732
H (-2.184, -0.345, -0.609)  0.3567
H (-0.686, 1.369, -0.793)  0.3550

## Properties
Largest force on an atom, eV/A: 3.181
2S+1: 1
Total energy, eV: -16959.6994